No. 1
Formula: C18H19N3O2S
Source: the Open Molecules 2025 dataset
Level of theory: ωB97M-V/def2-TZVPD

Geometry as XYZ:
```
43
Properties=species:S:1:pos:R:3:forces:R:3:nbo_charge:R:1
C 3.7793 4.4883 -1.9483 6.020 0.169 1.724 -0.26
O 4.0526 4.0493 -0.4948 3.999 4.111 -6.973 -0.47
C 3.0662 3.5459 0.0707 -2.896 -2.336 1.176 0.38
C 3.4630 3.3326 1.4348 -10.324 -4.215 -1.241 -0.28
C 2.5051 2.7038 2.2288 -1.971 2.238 0.188 -0.14
C 1.0333 2.5813 1.5923 5.106 -1.424 4.700 -0.31
C 0.8398 2.7595 0.2902 0.842 -1.422 -1.841 0.01
C -0.4109 2.1942 -0.4305 -2.364 12.476 10.227 -0.18
N -0.3240 1.0410 -0.8387 3.261 -4.418 -12.835 -0.61
C 0.0701 0.8804 -2.2790 -4.022 7.005 -0.647 0.65
O -0.0106 2.0218 -3.0236 1.385 -6.356 3.641 -0.64
C 0.0638 -0.5013 -2.8689 -1.345 1.157 11.552 -0.63
S -1.4281 -1.3797 -2.6764 -0.844 -0.399 -1.562 0.38
C -1.3208 -2.0406 -1.1147 -1.090 2.295 4.545 0.22
N -0.7046 -1.3997 -0.0157 -1.426 -5.031 -1.519 -0.55
C -1.0812 -2.2594 1.1189 -0.993 1.262 -3.484 0.07
C -0.7144 -2.0988 2.3770 3.628 -3.579 4.553 -0.21
C -0.9878 -3.2209 3.3501 -6.361 0.910 -3.031 -0.24
C -2.2832 -4.0560 2.9081 6.355 4.980 -3.859 0.07
C -2.7391 -4.9210 3.8686 -9.994 1.652 0.966 -0.63
C -2.7538 -4.0677 1.3846 2.753 -0.546 11.108 -0.27
C -2.0567 -3.2304 0.7990 1.837 6.392 -9.564 0.18
N -2.3563 -2.8669 -0.7417 0.804 -2.119 1.954 -0.61
C 1.9009 3.1555 -0.6176 -1.009 0.594 4.482 -0.43
H 2.9813 5.0784 -2.0746 -3.266 2.192 0.420 0.18
H 4.7101 5.1715 -2.2590 -1.867 -1.879 0.822 0.20
H 3.6635 3.6711 -2.6089 0.234 -1.219 -0.332 0.20
H 4.2956 3.5638 1.7933 7.238 2.139 2.402 0.20
H 2.6776 2.6300 3.4518 -0.601 -0.190 -3.515 0.21
H 0.5641 1.9965 2.3867 -1.438 0.375 -0.963 0.22
H -0.7408 3.0660 -0.9437 -0.679 -0.131 -1.800 0.23
H -1.1969 2.3538 0.6311 1.466 -1.092 -3.024 0.15
H -0.5073 0.3242 -0.3217 -0.833 -5.723 3.649 0.43
H 0.8284 -0.9442 -2.1532 -0.889 -0.324 -0.531 0.27
H 0.5179 -0.5783 -3.6511 4.229 -0.554 -9.619 0.23
H 0.2896 -1.7013 2.5893 -0.835 1.191 -0.085 0.23
H -0.9015 -3.0732 4.4652 0.453 -0.410 -1.425 0.22
H -3.2826 -4.2806 4.7810 1.332 -1.643 -2.093 0.22
H -3.6490 -5.4924 3.3753 1.688 0.429 1.441 0.20
H -2.0912 -5.5026 4.2712 4.129 -3.994 2.575 0.22
H -3.4279 -4.7442 1.3685 -4.718 -4.153 -1.723 0.23
H -3.0493 -3.4420 -1.3254 2.023 1.307 0.965 0.43
H 1.4058 3.4865 -1.4941 0.985 0.283 -1.425 0.25
```
Positions in Å, forces in eV/Å.

Properties
- SMILES: COc1cccc(CNC(=O)CSc2nc3ccc(C)cc3[nH]2)c1

No. 2
Formula: C4H5ClN7
Source: the Open Molecules 2025 dataset
Level of theory: ωB97M-V/def2-TZVPD

Geometry as XYZ:
```
17
Properties=species:S:1:pos:R:3:forces:R:3:nbo_charge:R:1
C -2.4757 0.7141 -1.1659 0.174 -0.105 0.072 0.32
C -3.1742 2.0365 0.5098 0.111 0.056 0.037 0.32
C -1.1386 1.2192 0.4927 -0.623 -0.176 -0.206 0.43
C 2.2665 -0.8322 -0.2919 1.377 1.134 -0.348 0.08
N -3.4405 1.4261 -0.6248 -0.603 0.044 -0.336 -0.41
N -1.2591 0.5685 -0.6211 0.633 -0.193 0.094 -0.46
N -1.9898 1.9583 1.1249 0.609 0.069 0.566 -0.44
N 3.2903 -2.8230 -0.8702 1.203 -1.459 0.147 -0.31
N 3.1999 -1.6016 -0.7683 -1.863 1.309 -1.175 -0.05
N 1.0634 -0.4090 1.7829 -1.046 -0.351 1.046 -0.29
N 1.5945 -1.1463 0.8307 0.234 -1.119 0.219 -0.28
Cl 0.5368 1.1243 1.3383 0.042 0.852 -0.484 0.59
H -2.6607 0.2083 -2.1037 -0.013 -0.018 -0.032 0.22
H -3.9435 2.6334 0.9826 -0.001 0.004 -0.006 0.23
H 2.1618 0.1556 -0.7136 0.062 0.084 0.150 0.22
H 4.2452 -3.1330 -1.0824 -0.162 -0.301 0.286 0.39
H 1.7236 -2.0994 1.1799 -0.134 0.169 -0.030 0.44
```
Positions in Å, forces in eV/Å.

Properties
- ⟨S²⟩: 2.05
- Spin multiplicity: 3
- Total charge: +1

No. 3
Formula: C12H8IrN2O4S
Source: the Open Molecules 2025 dataset
Level of theory: ωB97M-V/def2-TZVPD

Geometry as XYZ:
```
28
Properties=species:S:1:pos:R:3:forces:R:3:nbo_charge:R:1
Ir 1.0392 -0.6697 -0.2187 -1.395 -1.334 -0.162 1.16
O -0.3949 2.2935 1.9360 0.111 -0.057 0.030 -0.42
C 0.3467 1.6148 1.3224 -0.248 -0.133 0.236 0.74
O 0.1536 0.2288 1.1910 0.317 0.407 -0.157 -0.62
C 1.5504 2.0560 0.5506 0.210 -0.144 -0.222 0.08
C 2.2144 3.2577 0.6120 0.042 0.115 -0.125 -0.14
C 3.3147 3.4332 -0.2362 -0.073 0.074 0.055 -0.09
C 3.7045 2.4403 -1.1303 0.040 -0.043 -0.094 -0.15
C 2.9761 1.2676 -1.1402 -0.296 -0.229 0.109 0.12
N 1.9589 1.1148 -0.3044 0.047 0.287 0.541 -0.46
C 3.1280 0.0458 -2.0097 0.576 0.385 -0.186 0.74
O 3.9039 -0.0574 -2.8877 -0.198 -0.326 0.013 -0.39
O 2.2259 -0.9533 -1.6324 0.311 0.364 -0.215 -0.57
H 1.8841 4.0288 1.2946 0.023 0.007 0.010 0.28
H 3.8641 4.3649 -0.2070 0.005 -0.002 0.019 0.27
H 4.5407 2.5687 -1.8042 -0.002 -0.006 -0.013 0.29
S -0.0351 -2.6128 -0.1076 0.878 0.622 0.378 0.33
C -1.7329 -2.2982 0.1360 -0.428 -0.112 -0.268 0.01
N -2.4260 -3.3692 0.6272 0.193 0.148 -0.111 -0.42
C -3.7274 -3.3327 0.9023 -0.233 0.173 0.004 0.13
C -4.4461 -2.1640 0.6790 0.036 -0.215 0.065 -0.19
C -3.7916 -1.0689 0.1522 0.110 0.047 -0.004 -0.07
C -2.4219 -1.1325 -0.1265 -0.035 -0.060 0.098 -0.18
H -1.9229 -4.2376 0.7956 0.015 0.029 0.002 0.46
H -4.1662 -4.2418 1.2915 -0.010 0.025 0.017 0.27
H -5.5005 -2.1355 0.9151 0.004 -0.022 -0.025 0.28
H -4.3347 -0.1542 -0.0469 0.003 -0.001 -0.004 0.27
H -1.9048 -0.2872 -0.5538 -0.003 0.002 0.011 0.26
```
Positions in Å, forces in eV/Å.

Properties
- ⟨S²⟩: 0.86
- Spin multiplicity: 2
- Total charge: +2

No. 4
Formula: C5H23NO9
Source: the Open Molecules 2025 dataset
Level of theory: ωB97M-V/def2-TZVPD

Geometry as XYZ:
```
38
Properties=species:S:1:pos:R:3:forces:R:3:nbo_charge:R:1
C -0.0942 2.8670 0.8363 -0.446 0.433 1.369 -0.43
N -0.3007 1.4249 0.8900 1.297 0.625 -0.513 -0.60
C 0.5337 0.5255 0.3361 -1.362 0.681 0.439 0.73
O 0.2860 -0.6805 0.5318 0.201 -0.885 -0.138 -0.79
C 1.7374 0.8978 -0.4863 0.050 0.761 -1.646 -0.51
C 2.9300 1.1298 0.4255 0.487 1.231 0.403 -0.51
C 3.2627 -0.1186 1.2022 0.397 -0.175 -0.048 0.43
O 3.4081 -0.1156 2.3948 -0.043 -0.207 0.151 -0.52
H -1.0757 3.3852 1.0150 0.971 -0.517 -0.453 0.23
H 0.6019 3.2406 1.6173 -0.440 -0.422 -0.108 0.20
H 0.3674 3.1573 -0.0782 -0.103 0.315 -0.944 0.21
H -1.1735 1.1026 1.3558 0.185 -0.578 -0.310 0.47
H 1.9851 0.0957 -1.2375 -0.565 0.507 0.919 0.25
H 1.5070 1.8019 -1.1100 0.243 -0.776 0.631 0.27
H 3.8406 1.4609 -0.1264 -0.603 -0.486 0.001 0.25
H 2.7329 1.9908 1.1181 0.105 -0.951 -0.274 0.23
H 3.3973 -1.0722 0.6099 -0.137 0.642 0.244 0.13
O -0.8943 -1.4860 2.8417 -0.104 -0.391 -0.604 -0.97
H -0.4411 -1.2686 1.9978 -0.180 -0.059 0.187 0.50
H -0.3008 -1.1558 3.5023 0.432 0.206 0.732 0.47
O -0.7776 1.8266 -2.2824 -0.177 -0.358 0.018 -0.99
H -1.3066 1.8860 -1.4777 0.032 0.108 -0.079 0.46
H -1.1812 1.0480 -2.7369 0.214 0.518 0.181 0.50
O -3.1689 -1.3442 -0.4515 0.723 -0.984 0.411 -0.97
H -3.3563 -0.8735 -1.2526 -0.288 0.519 -0.796 0.49
H -2.3571 -1.8633 -0.6858 -0.844 0.315 0.247 0.50
O -2.0527 -0.4003 -3.1113 -0.104 0.579 1.590 -0.99
H -1.5454 -1.0827 -2.6309 0.117 -0.231 -0.327 0.51
H -2.1528 -0.6532 -4.0024 -0.118 -0.602 -1.545 0.48
O 1.6889 -2.8483 -0.3505 0.703 -1.004 -1.280 -0.97
H 1.7261 -3.4947 0.3392 0.133 -0.710 0.585 0.47
H 1.3218 -2.0864 0.0603 -0.604 1.462 0.746 0.49
O -0.7851 -2.1553 -1.4965 -0.204 -0.224 -0.250 -1.00
H -0.2041 -2.9200 -1.5861 0.104 0.028 0.031 0.52
H -0.3709 -1.6180 -0.8023 0.199 0.199 0.172 0.51
O -2.6093 0.2250 1.6611 -0.713 -1.280 -0.877 -1.02
H -2.9274 -0.3801 0.8921 0.530 1.286 1.094 0.51
H -2.2512 -0.4483 2.2777 -0.088 0.426 0.041 0.50
```
Positions in Å, forces in eV/Å.

Properties
- SMILES: CNC(=O)CCC=O.O.O.O.O.O.O.O

No. 5
Formula: C6H10O
Source: the Open Molecules 2025 dataset
Level of theory: ωB97M-V/def2-TZVPD

Geometry as XYZ:
```
17
Properties=species:S:1:pos:R:3:forces:R:3:nbo_charge:R:1
C 2.2565 -0.6609 -1.5931 -0.089 -0.311 0.082 -0.64
C 1.5246 -0.7878 -0.2866 1.624 0.201 0.436 -0.16
C 0.9573 0.2568 0.3032 -0.680 -0.365 -1.245 -0.20
C 0.0398 0.2479 1.4666 0.141 0.463 1.668 -0.43
C -1.3497 0.8600 1.1611 0.465 0.281 -1.374 -0.50
C -1.9713 0.0297 0.0721 0.044 -0.950 -0.095 0.44
O -1.7801 0.1993 -1.1044 -0.106 0.459 0.024 -0.52
H 3.3385 -0.7434 -1.4575 -0.023 0.146 0.020 0.21
H 2.0019 0.2746 -2.0828 0.113 0.098 -0.092 0.21
H 1.9843 -1.4806 -2.2608 -0.094 0.025 -0.044 0.22
H 1.7936 -1.6828 0.2742 -0.866 -0.282 -0.065 0.19
H 0.9977 1.1565 -0.3118 -0.335 0.191 0.316 0.19
H 0.4516 0.8895 2.2553 0.040 0.026 0.008 0.22
H -0.0510 -0.7264 1.9565 0.032 -0.133 -0.377 0.21
H -1.1378 1.8196 0.6811 -0.201 0.169 0.243 0.22
H -1.9911 1.0080 2.0235 0.067 -0.246 0.186 0.23
H -2.4991 -0.9056 0.3619 -0.131 0.229 0.310 0.10
```
Positions in Å, forces in eV/Å.

Properties
- SMILES: C/C=C/CCC=O

Summary of F_max in eV/Å
16.30; 2.56; 1.94; 1.81; 1.74
(order as listed above)
Summary of energy in hartree
-1409.73075; -998.37858; -1374.43414; -936.27053; -309.81012
(order as listed above)